No. 1
DFT (ωB97M-V/def2-TZVPD) results for a cluster of 14 separate species, C68H126N10O18 in total in a non-equilibrium geometry.

Output
Total energy (eV): -124278.3651
HOMO energy (eV): -5.74
ΔE to the lowest compared entry with this formula, charge and spin (kcal per mole): 295.13

XYZ file:
```
222
Properties=species:S:1:pos:R:3:lowdin_charge:R:1
C -11.153 14.563 -13.270 -0.01
C -11.568 13.155 -13.985 -0.40
C -13.017 12.870 -13.551 -0.15
C -13.879 11.919 -14.363 -0.16
C -13.916 12.483 -15.796 -0.13
C -12.521 12.600 -16.488 -0.41
N -11.618 13.428 -15.487 0.07
O -10.564 14.184 -15.970 0.09
C -12.733 13.426 -17.777 -0.02
C -11.867 11.231 -16.622 0.00
C -10.452 12.118 -13.586 0.01
H -11.231 14.404 -12.195 0.09
H -11.893 15.295 -13.594 0.08
H -10.136 14.906 -13.460 0.08
H -13.563 13.804 -13.682 0.12
H -13.150 12.649 -12.492 0.14
H -14.914 12.023 -14.035 0.13
H -13.554 10.885 -14.253 0.12
H -14.409 13.454 -15.845 0.13
H -14.550 11.801 -16.362 0.13
H -13.549 13.059 -18.400 0.10
H -11.898 13.335 -18.472 0.09
H -12.855 14.500 -17.643 0.09
H -11.741 10.784 -15.636 0.07
H -10.927 11.146 -17.169 0.10
H -12.502 10.597 -17.242 0.11
H -10.511 12.009 -12.504 0.10
H -9.479 12.600 -13.682 0.08
H -10.402 11.201 -14.174 0.07
C -6.748 3.534 -10.294 0.01
C -8.039 4.296 -10.672 -0.42
C -8.190 4.828 -12.051 -0.19
C -8.467 3.910 -13.167 -0.17
C -9.682 2.979 -12.829 -0.09
C -9.585 2.232 -11.431 -0.40
N -9.193 3.309 -10.449 0.07
O -9.698 3.268 -9.206 0.14
C -8.556 1.052 -11.541 0.01
C -10.995 1.619 -11.131 -0.02
C -8.245 5.554 -9.743 -0.01
H -6.381 2.889 -11.092 0.08
H -6.723 2.980 -9.355 0.10
H -5.983 4.302 -10.184 0.10
H -7.416 5.538 -12.341 0.15
H -9.043 5.506 -12.026 0.13
H -7.537 3.422 -13.457 0.12
H -8.749 4.500 -14.040 0.13
H -9.966 2.398 -13.707 0.13
H -10.536 3.657 -12.818 0.12
H -7.684 1.517 -12.002 0.06
H -8.824 0.244 -12.222 0.11
H -8.245 0.765 -10.536 0.10
H -11.353 0.841 -11.805 0.10
H -11.784 2.370 -11.139 0.09
H -11.004 1.184 -10.131 0.08
H -8.997 6.293 -10.018 0.10
H -7.310 6.099 -9.612 0.09
H -8.394 5.233 -8.712 0.08
C -31.389 13.322 -11.780 0.00
C -31.365 12.952 -10.286 -0.39
C -32.256 11.679 -9.902 -0.13
C -31.685 10.311 -10.320 -0.15
C -30.268 10.035 -9.621 -0.15
C -29.253 11.052 -9.922 -0.47
N -29.923 12.500 -9.805 0.11
O -28.982 13.476 -9.936 0.09
C -28.722 10.836 -11.378 0.00
C -28.108 10.871 -8.989 -0.04
C -31.908 14.086 -9.393 -0.04
H -31.213 12.447 -12.405 0.08
H -30.682 14.104 -12.057 0.10
H -32.352 13.755 -12.052 0.10
H -33.175 11.723 -10.486 0.12
H -32.605 11.641 -8.870 0.11
H -31.735 10.237 -11.407 0.11
H -32.279 9.437 -10.054 0.11
H -30.016 9.015 -9.910 0.13
H -30.437 9.929 -8.549 0.12
H -29.471 10.769 -12.167 0.08
H -27.893 10.146 -11.540 0.10
H -28.143 11.713 -11.666 0.09
H -27.315 11.581 -9.221 0.10
H -27.646 9.887 -9.064 0.11
H -28.485 11.038 -7.980 0.10
H -32.070 13.793 -8.356 0.08
H -32.855 14.555 -9.659 0.10
H -31.175 14.892 -9.417 0.08
C -25.778 1.102 -10.173 -0.03
C -24.301 1.343 -10.090 -0.48
C -24.137 2.794 -9.812 -0.16
C -22.703 3.302 -9.601 -0.15
C -22.103 2.528 -8.379 -0.12
C -22.288 0.975 -8.350 -0.41
N -23.633 0.586 -8.908 0.08
O -24.255 -0.542 -8.391 0.10
C -22.205 0.460 -6.868 -0.02
C -21.125 0.369 -9.247 0.02
C -23.591 0.955 -11.402 0.02
H -26.064 1.844 -10.919 0.10
H -26.359 1.413 -9.305 0.10
H -26.097 0.128 -10.544 0.10
H -24.717 3.190 -8.978 0.14
H -24.540 3.324 -10.675 0.14
H -22.760 4.362 -9.354 0.12
H -22.056 3.069 -10.447 0.10
H -22.811 2.904 -7.641 0.11
H -21.122 2.865 -8.044 0.13
H -21.364 0.864 -6.305 0.09
H -22.005 -0.610 -6.815 0.09
H -23.111 0.734 -6.327 0.09
H -20.150 0.552 -8.795 0.10
H -21.110 0.618 -10.308 0.07
H -21.320 -0.701 -9.180 0.09
H -22.640 1.447 -11.602 0.08
H -24.283 1.240 -12.195 0.11
H -23.473 -0.124 -11.304 0.11
C -18.335 -9.747 -22.543 -0.07
C -18.518 -8.372 -21.814 -0.13
N -17.219 -7.776 -21.518 -0.04
C -17.003 -6.495 -20.978 0.02
C -15.652 -6.283 -20.845 0.01
N -15.016 -7.460 -21.238 -0.10
C -15.962 -8.353 -21.675 0.03
C -13.572 -7.736 -21.253 0.03
H -17.633 -9.667 -23.372 0.07
H -19.215 -10.262 -22.929 0.08
H -17.963 -10.537 -21.889 0.07
H -19.140 -8.440 -20.921 0.14
H -18.962 -7.733 -22.578 0.13
H -17.838 -5.835 -20.792 0.15
H -15.285 -5.353 -20.435 0.15
H -15.681 -9.308 -22.094 0.15
H -13.021 -6.797 -21.308 0.11
H -13.464 -8.264 -22.200 0.10
H -13.274 -8.295 -20.365 0.11
C -20.706 6.360 -16.041 -0.05
C -19.190 6.115 -15.773 -0.15
N -18.869 4.714 -15.674 -0.06
C -18.395 4.041 -14.594 0.01
C -18.144 2.702 -14.984 0.01
N -18.620 2.561 -16.239 -0.11
C -19.017 3.784 -16.660 0.01
C -18.736 1.409 -17.108 0.04
H -20.980 5.985 -17.028 0.07
H -20.913 7.429 -16.056 0.08
H -21.409 6.001 -15.290 0.08
H -18.745 6.720 -14.983 0.13
H -18.639 6.505 -16.628 0.13
H -18.140 4.485 -13.643 0.14
H -17.655 1.912 -14.431 0.14
H -19.166 4.091 -17.685 0.18
H -19.700 0.957 -16.876 0.12
H -17.894 0.797 -16.784 0.11
H -18.502 1.786 -18.104 0.12
C -28.911 5.536 -25.801 -0.08
C -29.365 5.547 -24.330 -0.14
N -28.412 4.868 -23.422 -0.02
C -28.784 3.971 -22.466 0.01
C -27.656 3.577 -21.809 -0.01
N -26.588 4.045 -22.451 -0.11
C -27.041 4.876 -23.409 0.03
C -25.269 3.952 -22.043 0.01
H -29.480 6.282 -26.355 0.08
H -29.044 4.659 -26.435 0.08
H -27.861 5.745 -26.005 0.07
H -30.381 5.164 -24.421 0.13
H -29.536 6.549 -23.936 0.13
H -29.827 3.720 -22.348 0.14
H -27.546 2.929 -20.952 0.15
H -26.428 5.468 -24.073 0.17
H -25.136 3.765 -20.978 0.12
H -24.865 4.919 -22.344 0.11
H -24.780 3.119 -22.547 0.12
C -27.833 7.623 -17.533 -0.06
C -28.842 6.826 -16.678 -0.81
O -29.928 7.331 -16.333 -0.11
O -28.466 5.733 -16.171 -0.13
H -28.225 7.708 -18.547 0.04
H -26.878 7.097 -17.538 0.05
H -27.900 8.652 -17.183 0.06
C -10.956 0.373 -19.803 -0.06
C -9.768 -0.432 -19.347 -0.86
O -9.982 -1.629 -19.198 -0.05
O -8.697 0.118 -19.088 -0.04
H -10.897 1.443 -20.004 0.06
H -11.907 0.069 -19.365 0.06
H -11.084 -0.066 -20.793 0.06
C -23.757 -2.859 -24.379 -0.07
C -22.927 -2.674 -23.131 -0.82
O -23.128 -3.350 -22.084 -0.11
O -22.012 -1.826 -23.290 -0.11
H -24.010 -1.911 -24.853 0.06
H -24.656 -3.463 -24.260 0.05
H -23.055 -3.440 -24.977 0.06
C -16.555 -4.301 -11.353 -0.05
C -17.011 -4.041 -12.774 -0.81
O -18.198 -3.743 -13.024 -0.06
O -16.161 -4.261 -13.657 -0.05
H -15.662 -4.919 -11.257 0.06
H -17.347 -4.673 -10.703 0.06
H -16.104 -3.403 -10.931 0.06
C -14.012 8.667 -7.712 -0.06
C -14.636 7.514 -8.490 -0.83
O -15.755 7.127 -8.147 -0.06
O -13.937 7.032 -9.407 -0.09
H -13.736 8.368 -6.701 0.06
H -14.587 9.593 -7.717 0.06
H -13.146 9.139 -8.176 0.04
C -20.593 14.032 -12.177 -0.04
C -21.738 14.897 -11.576 -0.77
O -21.527 15.465 -10.524 -0.01
O -22.880 14.860 -12.149 -0.05
H -20.097 13.563 -11.327 0.06
H -19.852 14.627 -12.712 0.06
H -20.991 13.212 -12.775 0.05
C -15.570 4.432 -22.001 -0.05
C -16.523 5.617 -22.283 -0.76
O -16.308 6.725 -21.797 -0.05
O -17.598 5.359 -22.960 -0.10
H -14.960 4.683 -21.133 0.05
H -15.010 4.181 -22.902 0.06
H -16.025 3.475 -21.743 0.05
```

---

No. 2
DFT (ωB97M-V/def2-TZVPD) results for a structure of composition C68H133BF3HgN7O18S in a non-equilibrium geometry.

Output
Total energy (eV): -143779.6753
HOMO energy (eV): -8.39

XYZ file:
```
232
Properties=species:S:1:pos:R:3:lowdin_charge:R:1
Hg 7.326 -18.364 -8.559 0.68
O 15.465 -25.045 -12.771 0.08
C 14.522 -24.210 -12.961 -0.28
O 14.220 -23.092 -12.242 0.22
B 13.138 -22.379 -12.885 -0.87
O 12.734 -23.233 -13.997 0.23
C 13.460 -24.332 -14.035 -0.34
O 13.272 -25.367 -14.748 0.08
O 13.628 -21.062 -13.417 0.22
C 12.803 -20.108 -12.955 -0.33
O 12.919 -18.877 -13.130 0.10
C 11.757 -20.779 -12.069 -0.37
O 11.983 -22.072 -11.970 0.23
O 10.732 -20.311 -11.561 0.09
C 3.269 -15.275 -11.955 -0.64
F 2.822 -15.760 -13.107 0.16
F 4.337 -14.539 -12.146 0.16
F 2.326 -14.606 -11.204 0.11
S 3.806 -16.712 -10.861 0.49
O 4.957 -17.423 -11.397 -0.25
O 4.244 -16.218 -9.551 -0.29
O 2.697 -17.664 -10.795 -0.25
C -1.640 -19.141 -3.441 -0.03
C -2.085 -18.341 -4.647 -0.49
C -3.404 -17.504 -4.224 -0.08
C -3.033 -16.177 -3.412 -0.17
C -2.034 -15.308 -4.187 -0.17
C -0.769 -16.078 -4.597 -0.48
N -1.078 -17.417 -5.205 -0.06
O 0.042 -18.060 -5.852 -0.01
C -0.233 -15.113 -5.700 -0.04
C 0.176 -16.180 -3.455 -0.04
C -2.529 -19.304 -5.801 -0.03
H -2.347 -19.965 -3.350 0.09
H -1.754 -18.414 -2.637 0.06
H -0.577 -19.366 -3.525 0.09
H -3.909 -17.154 -5.124 0.10
H -4.016 -18.168 -3.612 0.11
H -2.534 -16.330 -2.456 0.10
H -3.949 -15.619 -3.219 0.11
H -2.041 -14.515 -3.438 0.12
H -2.514 -14.793 -5.019 0.11
H -0.983 -14.805 -6.430 0.08
H 0.342 -14.262 -5.337 0.09
H 0.536 -15.630 -6.274 0.07
H 0.087 -15.284 -2.840 0.09
H -0.206 -16.879 -2.712 0.07
H 1.229 -16.432 -3.583 0.09
H -1.730 -19.604 -6.479 0.07
H -3.221 -18.753 -6.437 0.07
H -2.982 -20.205 -5.387 0.08
H -0.080 -17.985 -6.801 0.10
C -0.319 -7.406 -19.708 -0.04
C 0.886 -8.357 -20.174 -0.47
C 2.002 -7.268 -20.365 -0.15
C 3.432 -7.794 -20.470 -0.18
C 3.716 -8.612 -19.218 -0.14
C 2.673 -9.699 -18.924 -0.55
N 1.256 -9.203 -18.946 -0.08
O 0.236 -10.143 -18.662 -0.01
C 2.873 -10.749 -20.018 -0.04
C 2.933 -10.351 -17.645 -0.06
C 0.532 -8.985 -21.421 -0.06
H -0.325 -7.204 -18.637 0.08
H -1.287 -7.891 -19.839 0.07
H -0.352 -6.482 -20.285 0.08
H 1.906 -6.590 -21.213 0.12
H 1.888 -6.600 -19.511 0.11
H 4.030 -6.887 -20.556 0.11
H 3.594 -8.402 -21.360 0.10
H 3.633 -7.972 -18.340 0.12
H 4.714 -9.049 -19.252 0.13
H 1.931 -11.155 -20.386 0.08
H 3.461 -10.483 -20.897 0.08
H 3.447 -11.595 -19.641 0.08
H 2.170 -11.100 -17.436 0.09
H 3.969 -10.690 -17.624 0.10
H 2.873 -9.538 -16.921 0.09
H 1.213 -9.796 -21.675 0.07
H 0.594 -8.352 -22.306 0.10
H -0.417 -9.492 -21.245 0.09
H -0.115 -9.889 -17.806 0.10
C -1.713 -8.879 -13.274 -0.03
C -1.073 -8.090 -12.043 -0.50
C -1.322 -8.998 -10.794 -0.14
C -0.485 -8.686 -9.589 -0.18
C 0.968 -8.401 -10.037 -0.14
C 1.344 -7.633 -11.273 -0.46
N 0.321 -7.953 -12.327 -0.10
O 0.580 -7.161 -13.500 -0.02
C 1.441 -6.060 -10.972 -0.03
C 2.750 -7.989 -11.777 -0.04
C -1.770 -6.731 -11.857 -0.03
H -1.770 -8.351 -14.225 0.07
H -2.726 -9.163 -12.988 0.08
H -1.139 -9.779 -13.495 0.08
H -2.372 -8.937 -10.510 0.12
H -1.008 -9.982 -11.142 0.12
H -0.490 -9.499 -8.863 0.11
H -0.834 -7.901 -8.918 0.11
H 1.417 -9.392 -10.104 0.11
H 1.469 -7.967 -9.171 0.12
H 0.473 -5.578 -10.835 0.05
H 1.974 -5.847 -10.045 0.07
H 1.869 -5.444 -11.762 0.07
H 3.151 -7.617 -12.720 0.08
H 3.545 -7.696 -11.091 0.08
H 2.734 -9.078 -11.824 0.08
H -2.840 -6.791 -12.052 0.08
H -1.471 -6.031 -12.638 0.08
H -1.510 -6.280 -10.899 0.07
H 0.789 -7.818 -14.168 0.10
C 9.456 -13.475 -5.050 -0.01
C 8.283 -14.126 -5.940 -0.40
C 7.096 -13.095 -5.956 -0.11
C 7.325 -11.877 -6.919 -0.18
C 7.779 -12.320 -8.293 -0.15
C 8.966 -13.294 -8.297 -0.47
N 8.685 -14.444 -7.375 -0.06
O 9.674 -15.444 -7.409 -0.04
C 9.140 -13.827 -9.762 -0.03
C 10.276 -12.583 -7.965 -0.04
C 7.747 -15.459 -5.287 -0.05
H 9.478 -12.389 -5.138 0.06
H 10.440 -13.856 -5.322 0.07
H 9.269 -13.666 -3.993 0.08
H 6.164 -13.542 -6.303 0.11
H 6.914 -12.624 -4.990 0.12
H 8.016 -11.127 -6.534 0.10
H 6.391 -11.330 -7.050 0.11
H 7.946 -11.447 -8.924 0.13
H 6.938 -12.887 -8.692 0.12
H 8.437 -14.553 -10.171 0.08
H 9.364 -13.062 -10.505 0.08
H 10.126 -14.261 -9.930 0.08
H 10.320 -12.193 -6.949 0.06
H 11.185 -13.185 -7.972 0.09
H 10.496 -11.700 -8.565 0.10
H 7.392 -15.372 -4.260 0.07
H 8.473 -16.253 -5.112 0.08
H 6.796 -15.781 -5.711 0.07
H 10.459 -15.002 -7.078 0.08
C 0.139 -26.595 -17.725 -0.02
C 0.087 -25.118 -18.228 -0.47
C -1.391 -24.628 -17.966 -0.12
C -1.683 -24.317 -16.520 -0.19
C -0.609 -23.411 -15.950 -0.16
C 0.840 -23.851 -16.128 -0.44
N 1.074 -24.293 -17.540 -0.08
O 2.415 -24.678 -17.721 0.02
C 1.814 -22.748 -15.686 -0.04
C 1.072 -25.022 -14.986 -0.02
C 0.384 -25.021 -19.748 -0.03
H -0.488 -26.691 -16.839 0.06
H 1.144 -26.955 -17.505 0.08
H -0.202 -27.301 -18.482 0.08
H -1.752 -23.929 -18.721 0.12
H -2.045 -25.490 -18.100 0.12
H -1.866 -25.196 -15.903 0.11
H -2.571 -23.693 -16.418 0.11
H -0.691 -23.257 -14.874 0.12
H -0.714 -22.411 -16.370 0.12
H 2.853 -23.063 -15.788 0.08
H 1.617 -21.818 -16.220 0.09
H 1.608 -22.500 -14.645 0.09
H 1.041 -24.545 -14.007 0.06
H 0.347 -25.827 -14.863 0.07
H 2.109 -25.355 -14.948 0.08
H -0.288 -25.659 -20.321 0.08
H 1.396 -25.387 -19.920 0.08
H 0.254 -23.996 -20.096 0.08
H 2.842 -23.824 -17.625 0.10
C 5.681 -23.030 -9.034 -0.04
C 5.296 -23.614 -7.677 -0.50
C 6.227 -24.864 -7.530 -0.13
C 6.382 -25.464 -6.123 -0.16
C 6.731 -24.340 -5.132 -0.15
C 5.713 -23.184 -5.087 -0.46
N 5.607 -22.719 -6.522 -0.05
O 4.984 -21.464 -6.681 -0.01
C 4.430 -23.681 -4.371 -0.04
C 6.261 -22.090 -4.172 -0.05
C 3.837 -23.968 -7.779 -0.04
H 4.909 -22.307 -9.299 0.08
H 5.755 -23.735 -9.862 0.10
H 6.634 -22.509 -8.943 0.09
H 6.094 -25.707 -8.208 0.12
H 7.158 -24.456 -7.924 0.11
H 7.217 -26.154 -6.006 0.11
H 5.433 -25.958 -5.915 0.11
H 7.734 -23.996 -5.384 0.12
H 6.933 -24.823 -4.176 0.12
H 3.986 -24.558 -4.841 0.06
H 4.576 -24.131 -3.389 0.09
H 3.612 -22.960 -4.356 0.09
H 6.454 -22.333 -3.127 0.09
H 7.264 -21.793 -4.481 0.08
H 5.709 -21.152 -4.239 0.08
H 3.371 -24.271 -6.841 0.07
H 3.649 -24.749 -8.515 0.10
H 3.247 -23.163 -8.218 0.08
H 4.081 -21.695 -6.453 0.09
C 8.709 -13.384 -21.328 -0.03
C 9.345 -14.378 -20.277 -0.47
C 10.021 -13.436 -19.231 -0.12
C 10.417 -14.293 -18.003 -0.18
C 9.219 -15.018 -17.383 -0.14
C 8.442 -15.865 -18.410 -0.45
N 8.195 -15.164 -19.713 -0.08
O 7.515 -15.937 -20.655 0.00
C 9.145 -17.237 -18.573 -0.04
C 7.135 -16.321 -17.652 -0.05
C 10.397 -15.271 -20.958 -0.03
H 7.961 -13.854 -21.966 0.07
H 9.490 -13.076 -22.023 0.08
H 8.300 -12.491 -20.855 0.07
H 10.940 -13.029 -19.653 0.12
H 9.249 -12.725 -18.936 0.11
H 11.014 -13.690 -17.318 0.11
H 11.131 -15.066 -18.287 0.10
H 8.580 -14.229 -16.985 0.11
H 9.547 -15.593 -16.517 0.13
H 8.959 -17.745 -19.519 0.09
H 10.202 -17.004 -18.447 0.06
H 8.999 -17.949 -17.760 0.08
H 6.435 -16.751 -18.368 0.07
H 7.269 -16.970 -16.787 0.08
H 6.512 -15.494 -17.308 0.07
H 11.201 -14.670 -21.381 0.09
H 9.918 -15.866 -21.736 0.08
H 10.764 -16.062 -20.304 0.06
H 6.657 -15.505 -20.651 0.11
```